Density functional theory data (ωB97M-V/def2-TZVPD) for 2 unconnected molecules or ions with the total composition C26H38Br2F2NO8S.

Output
relative energy (zero: lowest compared OMol25 entry of this formula, charge and spin): 15.587 eV
frontier orbital gap: 0.2024 hartree
calculated total energy: -201774.0710 eV
2S+1: 1
highest occupied orbital energy: -11.68 eV
net charge: +1
E_LUMO: -6.18 eV

Positions of all 78 atoms, in Å:
1 H -10.2122 2.6534 1.3366
2 O -7.1794 1.9238 0.6781
3 O -8.9627 0.9979 -0.4143
4 C -4.4635 0.4342 -0.5313
5 C -3.9407 -0.9854 -1.2413
6 N 3.9271 0.9093 -0.2638
7 O -2.5007 -1.3067 -1.4573
8 C 1.6102 0.7721 1.3432
9 F 2.9521 2.5758 -3.9564
10 O -4.9388 -1.8251 -1.6158
11 H -0.9603 -1.5828 2.4829
12 H -8.4569 4.1384 1.7857
13 S 4.0766 2.8193 -2.6358
14 H 6.2739 -1.4180 -1.5839
15 C 4.9125 -1.0284 4.3736
16 H 4.4050 -1.7092 1.2317
17 H -0.4176 -3.6733 -1.5619
18 H 5.9629 -0.2645 2.5025
19 F -1.4043 1.6023 -1.1138
20 H -0.9059 -3.8344 -3.3863
21 C 3.3247 2.0138 -1.1486
22 H 5.4839 -0.2841 -2.8649
23 C 0.7082 0.1230 2.5523
24 H 1.6808 -2.2768 0.5672
25 O 4.2681 4.3418 -2.3037
26 H -3.9521 1.3706 -1.0240
27 C 1.7040 -2.4226 -2.8693
28 H -5.6334 0.5568 -0.7172
29 C -8.3345 3.1663 2.2786
30 H 3.5406 -1.8947 -0.7656
31 Br 0.9406 4.1107 -1.8313
32 H 2.9587 -1.5205 2.4638
33 H 6.0552 -1.0007 4.7188
34 H -8.4738 3.3130 3.3530
35 O -1.6926 2.5364 -0.2313
36 H -2.9877 -2.6134 -3.1854
37 H -0.0951 -2.9045 0.4861
38 C -6.9902 2.5835 1.9290
39 H 0.0609 -0.8620 -2.3309
40 C 0.1931 -1.4356 2.2245
41 H -0.1741 -1.5716 -4.0655
42 H -6.6525 1.8464 2.6650
43 C 2.8610 -1.2197 -2.9021
44 H -0.3149 0.7173 2.7182
45 H 0.7746 -2.1451 2.9674
46 C 5.3514 0.4107 -0.5831
47 C 1.8005 2.5972 -0.7649
48 H 2.3030 -0.2329 -2.6126
49 C 0.1664 -1.8477 -2.9606
50 H -2.8770 -3.4167 -1.4601
51 O -0.8162 3.2444 1.8956
52 H 5.8889 -0.0856 0.3336
53 H 4.3303 -0.4484 5.2383
54 H 4.4113 -2.7397 -2.2085
55 C 4.0219 -1.6832 -1.8127
56 C 0.5486 -1.9206 0.6942
57 C -2.3758 -2.5918 -2.1614
58 H 4.5925 0.9148 3.0316
59 C 5.3395 -0.7021 -1.7835
60 O 5.4216 2.3033 -3.1536
61 C -0.8393 -3.0678 -2.4776
62 H -9.5167 1.3522 2.3662
63 C 3.1455 0.2947 0.9204
64 H 3.2723 -1.2243 -4.0197
65 H -4.3225 0.3942 0.6329
66 Br 1.6056 0.2514 4.3809
67 C 4.8481 -0.2445 2.9214
68 C 3.7664 -0.9399 1.8549
69 H 1.8879 -3.2526 -3.6780
70 H 4.6254 -2.1607 4.3014
71 H 6.0142 1.3762 -0.8177
72 C -8.5044 1.6346 0.5199
73 H -6.2243 3.3576 1.8255
74 H 0.2452 -1.1619 -0.1459
75 C 0.9155 1.9978 0.4775
76 C -9.2930 2.1705 1.6762
77 H 1.8112 -2.9389 -1.8165
78 C -0.5748 2.6324 0.7295

Mulliken atomic charge list, values in e, 2 entries: atom 1 (H): 0.277, atom 2 (O): -0.234

---

Density functional theory data (ωB97M-V/def2-TZVPD) for a molecular structure, C61H57BrN2O4P2ReSb.

Output
relative energy (zero: lowest compared OMol25 entry of this formula, charge and spin): 0.000 eV
frontier orbital gap (alpha / beta): 0.2063 / 0.2276 hartree
⟨S²⟩: 0.790
calculated total energy: -172637.0619 eV
2S+1: 2
highest occupied orbital energy (alpha / beta): -10.48 / -10.47 eV
net charge: +1
E_LUMO (alpha / beta): -4.87 / -4.27 eV

Positions of all 129 atoms, in Å:
1 H 6.8246 2.3146 0.0974
2 H -1.5401 4.5767 4.3800
3 H 2.9587 4.1651 1.9134
4 H -0.8624 3.8160 -0.4517
5 C -0.5928 5.2787 2.5892
6 H -0.3246 -2.0254 0.6076
7 H -5.6865 -0.7045 4.5483
8 P 0.5322 0.1790 -2.5017
9 H 3.3136 5.1092 -2.3490
10 C -2.6493 -5.2040 -4.5215
11 C -3.5148 2.4742 -0.7326
12 C 1.5829 1.6559 -2.3221
13 H -2.1972 -6.1460 -4.2445
14 H -5.3590 1.8828 1.1662
15 C 2.6028 0.6896 5.8310
16 Br -3.8693 -6.6959 -6.6082
17 H 2.8359 1.2074 -4.0170
18 C -1.7353 2.9887 -3.9603
19 C 2.4901 -3.9548 0.2160
20 H -4.2175 -3.5193 0.3629
21 C 0.4807 1.3123 4.1958
22 C -3.7170 -0.5091 3.7225
23 O -1.6251 -1.6825 -2.5814
24 O -5.4089 -1.3874 0.0479
25 C -0.3395 0.7631 -4.0241
26 H -1.6932 -4.1027 -2.9625
27 H -4.7370 -3.8786 -6.8453
28 C 3.8069 -0.5694 4.0472
29 C -3.5043 -5.1284 -5.6098
30 C 2.8398 4.1365 -2.3308
31 H 2.9235 -4.3240 -0.7052
32 C 1.9472 -3.2214 -4.2844
33 H 4.2095 -1.0276 0.5409
34 H -1.8800 -0.1134 2.6658
35 C 5.6203 0.5443 0.2540
36 C 1.5585 -4.3220 2.3920
37 H -4.3503 1.7932 -0.9256
38 P -2.4631 1.6030 0.5078
39 C -2.6927 2.5891 -1.9624
40 C -4.8904 1.2230 1.8835
41 C -5.0756 -0.2310 3.7917
42 H 0.0342 -3.3094 4.2407
43 H -3.2873 -3.1851 -1.1051
44 H 0.3602 1.1630 -4.7552
45 C -4.0869 -3.9269 -5.9833
46 H 1.2617 -5.0041 3.1801
47 H 5.1447 3.7554 1.1724
48 C 4.9260 2.7060 1.0108
49 H -6.7128 0.8554 2.9393
50 Re -1.5291 -0.1013 -1.1253
51 C -5.6545 0.6404 2.8832
52 H -0.0158 -1.6437 3.6373
53 C 0.4783 1.7546 5.5085
54 C 2.5734 1.9390 -3.2638
55 N -1.8311 1.5504 -2.2585
56 H 3.4410 0.4501 6.4751
57 H -2.4367 -2.2275 1.6691
58 O -3.3893 -0.6123 -3.4329
59 H 4.1974 -1.1807 4.8609
60 N -1.1502 -2.0559 0.0100
61 C 3.2149 3.1647 -3.2492
62 H 3.4136 -0.3140 -2.2152
63 H -0.8797 -0.0785 -4.4648
64 C 3.3021 -3.1888 -3.9899
65 C -2.9481 0.0800 2.7327
66 C -2.9638 -2.8420 -4.1530
67 H -1.9194 -3.7638 0.9765
68 C -2.6387 3.5023 -2.9837
69 C -1.9031 3.2669 2.7263
70 C 1.2310 2.6241 -1.3920
71 C -2.3727 -4.0537 -3.8028
72 H -2.5083 2.5908 3.3135
73 H 6.3702 -0.1138 -0.1671
74 H 2.5118 -1.9322 -0.4332
75 C -4.2351 -1.4828 -0.2223
76 H 0.4558 2.3977 -0.6706
77 C -3.5353 0.9369 1.8024
78 C 1.8437 3.8664 -1.4085
79 C 3.6858 2.2094 1.4070
80 C -3.5167 -2.8270 -0.0969
81 C 3.8213 -2.1444 -3.2388
82 H -0.3510 1.5684 3.5497
83 H -3.2622 -1.1895 4.4317
84 H 4.8775 -2.1150 -3.0031
85 H -1.4726 3.4449 -4.9007
86 H -3.1766 4.4349 -3.0318
87 H -3.8812 3.4306 -0.3663
88 C 1.3236 -2.9577 2.5659
89 H 0.0551 -2.2525 -4.0549
90 C 1.5378 0.5601 3.6927
91 C 5.8784 1.8962 0.4148
92 C 2.9935 -1.1272 -2.7917
93 C 1.7260 -2.0767 1.5515
94 C 2.6204 0.2318 4.5128
95 C 2.2710 -2.5968 0.3804
96 H 4.6060 0.0997 3.7205
97 C -3.8215 -2.7864 -5.2455
98 C -0.9641 3.9513 0.6185
99 C 2.7362 3.1221 2.1359
100 C -1.6971 3.0277 1.3680
101 H 2.8476 2.9801 3.2135
102 C 2.1419 -4.8229 1.2392
103 C -1.3577 4.3905 3.3298
104 Sb 1.4192 0.0916 1.5853
105 C 0.6328 -2.5003 3.8240
106 C 1.1118 -2.2101 -3.8341
107 C 1.5522 1.4436 6.3274
108 H 1.5392 4.6272 -0.7015
109 H -0.1570 6.1482 3.0629
110 C 4.3886 0.0355 0.6375
111 C -1.2737 1.7847 -3.4974
112 H 0.1621 5.7700 0.6429
113 C 3.4078 0.8601 1.1788
114 C -2.6908 -1.6055 -3.3569
115 C -0.4072 5.0616 1.2318
116 H 1.5382 -4.0309 -4.8743
117 H 1.5735 1.7862 7.3538
118 H 3.9534 -3.9778 -4.3424
119 O -3.5060 -0.4618 -0.6035
120 H 3.5547 -1.2236 3.2150
121 H 1.3618 -2.1989 4.5780
122 H 3.9924 3.3719 -3.9725
123 C -2.2430 -2.7484 0.7344
124 C 1.6295 -1.1490 -3.0903
125 H -0.8932 -2.6480 -0.7790
126 H -4.2756 -1.8398 -5.5069
127 H -0.3519 2.3396 5.8834
128 H 2.3059 -5.8872 1.1345
129 H 1.6906 2.9268 1.8837

Mulliken atomic charge list, values in e, 2 entries: atom 1 (H): 0.390, atom 2 (H): 0.491

---

- Which value of 2S+1 does entry 2 give?
  2

---

- The lowest 2S+1 belongs to which entry?
  C26H38Br2F2NO8S